{
  "formula": "C37H36N9O2W",
  "method": "ωB97M-V with the def2-TZVPD basis set",
  "multiplicity": 3,
  "gap_ev": [7.3904, 7.4823],
  "charge": 1,
  "s_squared": 2.01,
  "total_energy_ha": -2141.86011,
  "max_force_ev_per_a": 0.55,
  "e_above_lowest_ev": 0.000,
  "species": ["W", "C", "C", "C", "C", "C", "N", "C", "C", "C", "C", "C", "C", "C", "N", "C", "C", "C", "N", "C", "C", "N", "C", "C", "C", "N", "H", "H", "H", "H", "H", "H", "H", "H", "H", "H", "H", "H", "H", "H", "H", "H", "H", "H", "C", "C", "O", "C", "C", "C", "N", "N", "C", "O", "C", "C", "C", "C", "C", "C", "H", "H", "H", "H", "H", "H", "H", "H", "H", "H", "H", "H", "N", "C", "C", "C", "C", "C", "N", "H", "H", "H", "H", "H", "H"],
  "positions_angstrom": [[-0.435, -0.301, -0.431], [3.511, 4.990, 1.922], [2.459, 3.921, 1.809], [2.239, 3.012, 2.843], [1.326, 1.986, 2.704], [0.569, 1.828, 1.543], [-0.276, 0.710, 1.382], [-1.249, 0.567, 2.380], [-1.841, 1.672, 3.000], [-2.843, 1.528, 3.939], [-3.339, 0.272, 4.285], [-4.475, 0.121, 5.259], [-2.772, -0.829, 3.664], [-1.732, -0.686, 2.753], [-1.149, -1.876, 2.211], [-1.053, -3.053, 2.860], [-0.687, -4.010, 1.946], [-0.583, -3.324, 0.737], [-0.867, -2.035, 0.895], [0.744, 2.778, 0.543], [1.698, 3.784, 0.660], [-0.065, 2.779, -0.635], [-0.459, 3.883, -1.300], [-1.110, 3.487, -2.442], [-1.081, 2.097, -2.408], [-0.454, 1.666, -1.309], [3.614, 5.333, 2.950], [3.272, 5.851, 1.299], [4.484, 4.611, 1.603], [2.808, 3.101, 3.760], [1.180, 1.278, 3.512], [-1.502, 2.665, 2.731], [-3.267, 2.414, 4.398], [-4.424, 0.878, 6.040], [-4.466, -0.859, 5.735], [-5.437, 0.233, 4.755], [-3.152, -1.819, 3.881], [-1.239, -3.112, 3.918], [-0.505, -5.053, 2.131], [-0.272, -3.688, -0.227], [1.857, 4.463, -0.168], [-0.261, 4.862, -0.901], [-1.554, 4.115, -3.193], [-1.483, 1.390, -3.109], [-4.580, 0.921, -0.089], [-3.451, 0.248, -0.802], [-2.398, 0.069, -0.062], [-3.546, -0.162, -2.101], [-2.529, -0.870, -2.798], [-2.881, -1.470, -4.126], [-1.313, -1.009, -2.320], [-0.484, -1.792, -3.137], [0.556, -2.158, -2.474], [0.721, -1.816, -1.219], [1.605, -2.997, -3.088], [1.465, -3.470, -4.391], [2.463, -4.246, -4.953], [3.605, -4.554, -4.222], [3.746, -4.083, -2.925], [2.748, -3.305, -2.357], [-4.761, 0.411, 0.859], [-5.491, 0.940, -0.681], [-4.287, 1.946, 0.150], [-4.487, -0.023, -2.610], [-3.896, -1.200, -4.407], [-2.796, -2.556, -4.076], [-2.179, -1.147, -4.893], [0.573, -3.224, -4.950], [2.354, -4.614, -5.965], [4.383, -5.161, -4.665], [4.634, -4.324, -2.355], [2.846, -2.933, -1.345], [2.162, -1.031, 1.592], [2.682, -0.340, 0.538], [4.077, -0.226, 0.397], [4.600, 0.390, -0.707], [3.731, 0.898, -1.676], [2.386, 0.767, -1.465], [1.846, 0.179, -0.375], [2.793, -1.231, 2.350], [1.215, -0.796, 1.857], [4.712, -0.641, 1.167], [5.672, 0.477, -0.825], [4.092, 1.374, -2.575], [1.680, 1.134, -2.198]],
  "forces_ev_per_a": [[-0.1, -0.5, 0.0], [0.0, 0.0, 0.0], [0.0, 0.0, 0.0], [0.0, 0.0, 0.0], [0.1, 0.0, 0.0], [0.0, -0.1, 0.0], [0.1, 0.2, 0.1], [-0.2, 0.0, 0.1], [0.0, 0.0, 0.0], [0.0, 0.0, 0.0], [0.0, 0.0, 0.0], [0.0, 0.0, 0.0], [0.0, 0.0, 0.0], [0.1, 0.0, -0.1], [-0.4, 0.2, 0.2], [0.1, 0.0, -0.1], [0.0, -0.1, 0.0], [0.1, 0.0, -0.1], [0.3, 0.0, 0.0], [0.0, 0.0, -0.1], [0.0, 0.0, 0.0], [0.0, 0.1, 0.0], [0.0, -0.1, 0.1], [0.0, 0.0, -0.1], [0.0, 0.0, 0.1], [0.1, 0.2, -0.1], [0.0, 0.0, 0.0], [0.0, 0.0, 0.0], [0.0, 0.0, 0.0], [0.0, 0.0, 0.0], [0.0, 0.0, 0.0], [0.0, 0.0, 0.0], [0.0, 0.0, 0.0], [0.0, 0.0, 0.0], [0.0, 0.0, 0.0], [0.0, 0.0, 0.0], [0.0, 0.0, 0.0], [0.0, 0.0, 0.0], [0.0, 0.0, 0.0], [0.0, 0.0, 0.0], [0.0, 0.0, 0.0], [0.0, 0.0, 0.0], [0.0, 0.0, 0.0], [0.0, 0.0, 0.0], [0.0, 0.0, 0.0], [0.0, 0.0, 0.0], [0.3, -0.1, -0.2], [0.0, 0.0, 0.0], [0.0, 0.0, 0.0], [0.0, 0.0, 0.0], [-0.1, 0.0, 0.0], [0.0, 0.0, 0.0], [-0.1, 0.0, 0.0], [-0.2, 0.1, 0.1], [0.0, 0.0, 0.0], [0.0, 0.0, 0.0], [0.0, 0.0, 0.0], [0.0, 0.0, 0.0], [0.0, 0.0, 0.0], [0.0, 0.0, 0.0], [0.0, 0.0, 0.0], [0.0, 0.0, 0.0], [0.0, 0.0, 0.0], [0.0, 0.0, 0.0], [0.0, 0.0, 0.0], [0.0, 0.0, 0.0], [0.0, 0.0, 0.0], [0.0, 0.0, 0.0], [0.0, 0.0, 0.0], [0.0, 0.0, 0.0], [0.0, 0.0, 0.0], [0.0, 0.0, 0.0], [0.0, 0.1, 0.0], [0.0, 0.0, 0.0], [0.0, 0.0, 0.0], [0.0, 0.0, 0.0], [0.0, 0.0, 0.0], [0.0, 0.0, 0.0], [0.0, 0.0, 0.0], [0.0, 0.0, 0.0], [0.0, 0.0, 0.0], [0.0, 0.0, 0.0], [0.0, 0.0, 0.0], [0.0, 0.0, 0.0], [0.0, 0.0, 0.0]],
  "lowdin_charge": [1.76, -0.04, -0.26, -0.02, -0.01, -0.27, -0.13, -0.25, 0.00, -0.02, -0.27, -0.04, 0.02, -0.13, -0.06, -0.04, -0.02, -0.09, -0.05, -0.14, 0.02, -0.03, -0.02, -0.01, -0.09, -0.08, 0.08, 0.08, 0.09, 0.12, 0.13, 0.12, 0.12, 0.08, 0.08, 0.09, 0.12, 0.13, 0.11, 0.12, 0.12, 0.14, 0.11, 0.11, 0.01, -0.41, -0.21, -0.02, -0.32, -0.02, -0.09, 0.10, -0.43, -0.25, -0.15, -0.02, -0.07, -0.08, -0.07, -0.02, 0.09, 0.08, 0.09, 0.11, 0.08, 0.09, 0.09, 0.11, 0.11, 0.11, 0.10, 0.11, 0.17, -0.36, 0.00, -0.04, -0.05, -0.12, -0.01, 0.11, 0.06, 0.12, 0.12, 0.11, 0.11]
}